[1]
This record from OMol25 describes a molecular structure, C36H92F6N7O12Ti at a distorted geometry. The level of theory is wB97M-V/def2-TZVPD.

```
! wB97M-V def2-TZVPD RIJCOSX def2/J DEFGRID3
* xyz 0 4
Ti -0.57 0.72 -1.15
O 3.23 -0.09 -2.71
H 2.92 -0.89 -2.28
H 3.20 -0.08 -3.67
H 2.70 0.65 -2.41
C 3.84 -3.04 -1.33
O 4.76 -3.03 -2.38
O 2.72 -2.52 -1.92
C 3.93 -4.41 -0.57
F 3.71 -4.23 0.70
F 3.02 -5.27 -0.93
F 5.05 -4.97 -0.76
C 6.07 -2.42 -2.08
C 6.60 -2.56 -3.47
H 7.54 -2.01 -3.57
H 6.85 -3.54 -3.88
H 6.08 -2.10 -4.31
H 6.65 -2.87 -1.28
H 5.86 -1.39 -1.81
H 4.06 -2.31 -0.55
C 2.35 2.83 -1.15
O 3.56 2.72 -1.87
O 1.72 1.56 -1.32
C 2.50 3.50 0.25
F 3.06 2.75 1.18
F 3.11 4.67 0.12
F 1.20 3.74 0.69
C 4.84 2.73 -1.19
C 5.80 2.10 -2.23
H 6.86 2.21 -1.99
H 5.70 1.01 -2.25
H 5.60 2.64 -3.15
H 4.87 2.12 -0.29
H 5.10 3.74 -0.88
H 1.82 3.48 -1.85
C -5.82 -1.60 -5.50
C -6.77 -1.62 -4.25
C -6.21 -1.05 -2.94
O -4.90 -1.44 -2.67
C -4.75 -2.74 -2.11
N -7.91 -0.79 -4.63
H -5.00 -2.23 -5.13
H -5.30 -0.70 -5.83
H -6.37 -2.09 -6.30
H -7.10 -2.66 -4.23
H -6.87 -1.23 -2.10
H -6.11 0.04 -3.03
H -3.97 -2.91 -1.37
H -4.61 -3.50 -2.88
H -5.67 -2.92 -1.56
H -8.69 -0.89 -3.99
H -8.27 -1.07 -5.53
C 4.66 -2.08 5.05
C 5.48 -2.43 3.80
C 4.71 -2.15 2.50
O 4.53 -0.74 2.65
C 3.65 -0.22 1.66
N 6.72 -1.68 3.86
H 3.71 -2.63 5.09
H 4.53 -1.01 5.25
H 5.31 -2.49 5.82
H 5.58 -3.51 3.72
H 3.73 -2.62 2.52
H 5.24 -2.31 1.56
H 3.37 0.77 2.01
H 2.73 -0.82 1.59
H 3.99 0.01 0.65
H 6.50 -0.71 4.05
H 7.13 -1.59 2.94
C -2.57 0.91 -5.03
C -2.00 1.26 -3.64
C -2.53 2.63 -3.11
O -1.71 2.93 -2.03
C -1.18 4.19 -1.99
N -2.29 0.16 -2.79
H -2.29 1.58 -5.85
H -3.64 0.90 -5.24
H -2.27 -0.10 -5.29
H -0.92 1.37 -3.68
H -3.58 2.58 -2.80
H -2.52 3.23 -4.02
H -0.52 4.36 -1.14
H -1.91 4.98 -2.12
H -0.44 4.37 -2.77
H -1.61 -0.57 -2.95
H -3.21 -0.18 -3.01
C -4.02 2.85 6.40
C -3.64 4.28 6.14
C -3.62 4.50 4.57
O -2.89 3.62 3.68
C -2.34 4.06 2.44
N -4.54 5.13 6.83
H -3.19 2.19 6.15
H -4.90 2.66 5.79
H -4.33 2.64 7.42
H -2.61 4.58 6.34
H -3.31 5.49 4.25
H -4.67 4.50 4.26
H -1.52 4.77 2.54
H -2.98 4.77 1.90
H -2.05 3.33 1.69
H -5.49 4.84 6.64
H -4.38 5.07 7.82
C -0.09 -1.48 1.93
C -0.91 -1.92 0.79
C -2.24 -1.07 0.68
O -2.02 0.32 0.36
C -3.27 1.00 0.42
N -0.24 -1.71 -0.48
H 0.36 -2.38 2.35
H -0.75 -1.12 2.72
H 0.69 -0.79 1.61
H -1.34 -2.92 0.87
H -2.80 -1.20 1.60
H -2.88 -1.60 -0.03
H -3.77 0.91 1.38
H -3.87 0.50 -0.35
H -3.28 2.07 0.20
H 0.62 -2.23 -0.53
H -0.72 -2.16 -1.24
C -1.35 -3.22 -4.87
C -0.85 -3.01 -3.49
C -0.17 -4.34 -3.06
O 0.95 -4.70 -3.92
C 1.36 -6.06 -3.61
N 0.08 -1.89 -3.42
H -2.10 -3.99 -5.03
H -0.61 -3.46 -5.64
H -1.80 -2.35 -5.35
H -1.69 -2.85 -2.81
H -1.04 -4.99 -3.04
H 0.08 -4.32 -2.00
H 2.00 -6.12 -2.73
H 2.04 -6.36 -4.41
H 0.65 -6.88 -3.53
H 0.81 -2.30 -2.87
H 0.59 -1.75 -4.28
C 0.71 1.83 3.66
C -0.14 1.42 4.81
C -0.35 2.52 5.88
O 0.79 2.89 6.63
C 0.58 4.02 7.43
N -1.40 0.93 4.27
H 1.71 2.14 3.96
H 0.19 2.66 3.18
H 0.82 1.23 2.76
H 0.42 0.62 5.29
H -1.19 2.18 6.49
H -0.69 3.32 5.22
H 0.17 4.91 6.94
H 1.53 4.18 7.93
H -0.16 3.70 8.17
H -1.41 0.39 3.42
H -1.93 1.73 3.96
*
```

Results
**Kohn-Sham gap (alpha / beta)**: 4.153 / 7.999 eV
**HOMO (alpha / beta)**: -3.94 / -7.90 eV
**LUMO (alpha / beta)**: 0.21 / 0.09 eV

Atomic partial charges in e from the Mulliken method, atoms 1 to 2: number 1, Ti, carries -0.466; number 2, O, carries 0.170



[2]
This record from OMol25 describes a molecular structure, C36H92N6O9Y at a distorted geometry. The level of theory is wB97M-V/def2-TZVPD.

```
! wB97M-V def2-TZVPD RIJCOSX def2/J DEFGRID3
* xyz 1 1
Y 0.80 2.16 2.63
C 5.07 0.80 2.21
C 3.64 0.46 1.86
C 3.42 -1.02 1.55
O 2.76 0.89 2.85
H 5.16 1.87 2.38
H 5.84 0.56 1.47
H 5.34 0.38 3.18
H 3.50 0.96 0.87
H 3.40 -1.65 2.44
H 4.16 -1.40 0.84
H 2.48 -1.12 0.99
C 0.59 0.19 -1.05
C -0.65 0.83 -0.41
C -1.85 -0.09 -0.66
O -0.49 1.21 0.92
H 0.80 -0.83 -0.72
H 1.54 0.72 -0.87
H 0.46 0.19 -2.13
H -0.95 1.70 -1.02
H -2.76 0.25 -0.16
H -1.55 -1.09 -0.34
H -2.06 -0.11 -1.73
C -0.97 3.47 -3.50
O -0.73 2.23 -4.11
H -0.66 4.28 -4.16
H -2.03 3.62 -3.28
H -0.49 3.67 -2.53
H -0.10 1.70 -3.60
C -5.32 -0.06 1.71
C -5.80 -1.17 2.57
C -4.72 -2.23 2.86
O -5.27 -3.29 3.61
C -4.44 -4.42 3.61
N -6.37 -0.66 3.78
H -6.00 0.79 1.58
H -5.07 -0.33 0.67
H -4.44 0.52 2.03
H -6.58 -1.76 2.08
H -3.81 -1.86 3.35
H -4.46 -2.62 1.86
H -3.37 -4.23 3.73
H -4.53 -4.95 2.65
H -4.78 -5.13 4.37
H -5.75 -0.07 4.34
H -6.58 -1.43 4.42
C 3.98 -0.14 -4.20
C 3.65 -0.98 -2.94
C 3.73 -0.12 -1.70
O 5.05 0.34 -1.53
C 5.28 0.96 -0.29
N 2.28 -1.42 -3.24
H 4.97 0.33 -4.14
H 3.35 0.73 -4.37
H 4.10 -0.81 -5.06
H 4.33 -1.83 -2.81
H 3.25 -0.59 -0.83
H 3.13 0.78 -1.93
H 5.84 0.30 0.38
H 4.35 1.24 0.21
H 5.95 1.82 -0.38
H 2.39 -2.15 -3.94
H 1.79 -1.91 -2.49
C -2.74 5.03 1.87
C -1.28 4.77 2.20
C -0.82 5.89 3.17
O -1.59 5.79 4.36
C -1.07 6.69 5.33
N -1.20 3.41 2.81
H -3.15 4.46 1.04
H -2.95 6.07 1.61
H -3.38 4.88 2.74
H -0.65 4.96 1.34
H -0.95 6.86 2.70
H 0.25 5.72 3.32
H -1.66 6.54 6.24
H -1.24 7.75 5.11
H -0.05 6.42 5.63
H -1.55 3.59 3.76
H -2.01 2.91 2.43
C 0.65 -1.16 5.31
C 0.08 -0.69 3.98
C -1.15 -1.47 3.58
O -0.93 -2.76 3.10
C -0.73 -2.82 1.70
N -0.28 0.77 4.23
H 1.52 -0.60 5.68
H 1.22 -2.07 5.09
H -0.07 -1.26 6.12
H 0.88 -0.77 3.24
H -1.75 -0.96 2.81
H -1.84 -1.50 4.44
H -0.08 -2.02 1.34
H -1.68 -2.63 1.18
H -0.30 -3.78 1.42
H -1.23 0.63 4.58
H 0.31 1.03 5.01
C 3.79 4.29 1.26
C 2.37 4.82 1.04
C 2.24 5.80 -0.16
O 0.90 5.87 -0.55
C 0.39 7.13 -0.97
N 1.52 3.64 0.77
H 3.84 3.78 2.22
H 4.57 5.05 1.27
H 4.02 3.58 0.46
H 1.97 5.34 1.92
H 2.82 5.25 -0.92
H 2.63 6.77 0.14
H -0.65 6.91 -1.20
H 0.94 7.49 -1.85
H 0.48 7.92 -0.22
H 1.91 3.02 0.06
H 0.73 4.03 0.25
C -1.18 -2.61 -3.13
C -0.78 -4.08 -3.29
C -2.01 -4.93 -2.95
C -1.89 -6.32 -3.48
C -1.52 -6.30 -4.98
C -0.23 -5.57 -5.31
N -0.25 -4.25 -4.65
O 0.92 -3.51 -4.80
C 0.96 -6.48 -4.99
C -0.27 -5.28 -6.81
C 0.31 -4.35 -2.22
H -0.31 -1.96 -3.28
H -1.90 -2.32 -3.90
H -1.50 -2.39 -2.12
H -2.13 -4.97 -1.86
H -2.94 -4.45 -3.26
H -1.11 -6.85 -2.91
H -2.71 -7.04 -3.39
H -2.31 -5.67 -5.41
H -1.70 -7.28 -5.39
H 1.08 -6.58 -3.90
H 1.88 -5.93 -5.23
H 1.03 -7.44 -5.50
H -0.51 -6.20 -7.36
H 0.73 -5.08 -7.21
H -1.08 -4.62 -7.11
H 1.33 -4.26 -2.60
H 0.21 -3.69 -1.36
H 0.26 -5.38 -1.84
H 0.79 -3.03 -5.63
*
```

Results
**Kohn-Sham gap**: 6.220 eV
**HOMO**: -9.74 eV
**LUMO**: -3.52 eV

Atomic partial charges in e from the Mulliken method, atoms 1 to 2: number 1, Y, carries 0.968; number 2, C, carries -1.368



Short version: relative energy (zero: lowest compared OMol25 entry of this formula, charge and spin) = 417.8, 99.7 kJ/mol, in the order given.
Short version: calculated total energy = -4161.24669, -2470.45501 Ha, in the order given.